Model P:
# C13H18N2O4

A molecular structure, C13H18N2O4 (ωB97M-V/def2-TZVPD, the OMol25 dataset).

XYZ file:
```
37
C13H18N2O4 ωB97M-V/def2-TZVPD
C 2.84 2.77 3.65
C 1.93 1.85 2.77
C 2.52 0.76 1.98
C 1.67 0.00 1.39
C 0.24 0.32 1.41
C -0.25 1.22 2.35
C 0.52 2.06 3.13
H 0.28 2.90 3.46
H -1.18 1.36 2.32
O -0.51 -0.77 0.85
C -1.47 -0.52 0.21
C -1.09 -0.16 -1.28
N -0.81 1.05 -1.76
O -0.48 1.80 -0.78
H -0.06 2.69 -1.38
C -1.53 -1.34 -2.12
C -3.15 -1.33 -2.52
H -3.39 -0.47 -2.92
H -3.14 -2.29 -3.39
H -3.57 -1.66 -1.56
C -0.94 -2.57 -1.68
H 0.07 -2.65 -1.09
H -1.58 -3.09 -0.82
H -1.00 -3.52 -2.27
C -0.50 -1.02 -3.75
H -1.06 -0.14 -4.06
H -1.06 -1.71 -4.26
H 0.45 -1.11 -3.44
H -2.07 0.54 0.71
H -2.44 -1.22 0.34
N 2.43 -1.07 0.57
O 3.56 -0.73 0.28
O 1.69 -2.03 0.25
H 3.54 0.84 2.06
H 2.62 3.93 3.44
H 4.05 2.50 3.34
H 2.85 2.79 4.57
```

The HOMO-LUMO gap comes out at 7.712 eV. Its HOMO energy is -8.3 eV. Its total charge is 0. The calculation puts the LUMO energy at -0.544 eV.

Results of the Mulliken charge analysis, in e, for atoms 1 through 8:
1 C -1.42
2 C 1.09
3 C -0.54
4 C -0.34
5 C 0.67
6 C -0.93
7 C -1.16
8 H 0.56

Model Q:
# C13H18N2O4

A single C13H18N2O4 molecule (ωB97M-V/def2-TZVPD, the OMol25 dataset).

XYZ file:
```
37
C13H18N2O4 ωB97M-V/def2-TZVPD
C 0.99 0.92 -0.93
C -0.47 1.30 -0.46
C 0.74 -0.41 -1.72
C 1.77 -1.57 -1.67
C 2.48 -1.99 -0.50
C 2.10 -2.19 -2.86
C 3.46 -2.87 -0.53
C 3.06 -3.13 -2.90
C 3.77 -3.53 -1.72
C -1.80 1.13 1.69
C -1.89 -0.21 2.32
C -2.99 2.03 1.06
C -4.12 2.16 2.09
H 2.97 0.78 -0.23
H 2.01 1.86 0.48
H 1.15 1.72 -1.72
H 0.71 -0.06 -2.78
H -0.27 -0.86 -1.46
H 2.28 -1.57 0.53
H 1.75 -1.82 -3.82
H 4.17 -3.10 0.32
H 3.34 -3.58 -3.87
H 4.66 -4.13 -1.85
H 0.27 0.83 1.29
H -1.44 1.78 2.55
H -3.38 1.53 0.18
H -2.40 4.00 1.31
H -3.72 1.89 3.14
H -5.20 1.85 2.03
H -4.23 3.27 1.91
H -3.16 -1.38 2.82
N 2.04 0.84 0.15
N -0.60 1.09 0.85
O -1.30 1.68 -1.25
O -1.02 -1.03 2.28
O -2.62 3.25 0.57
O -3.12 -0.48 2.71
```

The HOMO-LUMO gap comes out at 9.223 eV. As for the SMILES: C[C@@H](O)[C@H](NC(=O)[C@@H](N)Cc1ccccc1)C(=O)O. Its HOMO energy is -8.7 eV. Its total charge is 0. The calculation puts the LUMO energy at 0.517 eV.

Results of the Mulliken charge analysis, in e, for atoms 1 through 8:
1 C 0.32
2 C 0.16
3 C -0.70
4 C 0.61
5 C -0.14
6 C -0.61
7 C -0.38
8 C -0.36

model Q ends up most stable, edging out the next structure by 0.5497 hartree.